Density functional theory data (ωB97M-V with the def2-TZVPD basis set) for a 9-piece molecular cluster, C40H59N8O6P2 overall in a non-equilibrium geometry.

* HOMO-LUMO gap: 0.176 hartree
* net charge: +1

Each line ends with the Löwdin charge.
Geometry (Å):
C 5.38 0.68 2.35  -0.14
C 4.42 0.77 0.98  -0.22
C 3.88 -0.72 0.49  -0.24
O 3.17 -1.47 1.54  -0.33
P 1.65 -0.72 1.96  0.94
C 0.71 0.08 0.51  -0.28
O -0.09 1.26 0.85  -0.23
C -1.26 0.93 1.68  -0.25
C -2.68 0.83 0.87  -0.08
C 0.61 -2.13 2.82  -0.17
C -0.40 -2.90 1.79  -0.27
O -1.52 -2.40 1.26  -0.01
O -0.09 -4.32 1.43  -0.02
P 2.12 0.69 3.61  0.91
O 1.27 2.20 3.41  -0.30
O 1.68 -0.07 5.14  -0.35
H 5.31 -0.38 2.85  0.08
H 6.49 1.03 2.15  0.09
H 4.93 1.46 3.13  0.06
H 3.52 1.50 1.18  0.08
H 5.10 1.23 0.11  0.13
H 3.32 -0.69 -0.55  0.13
H 4.88 -1.34 0.27  0.16
H 1.45 0.43 -0.36  0.12
H -0.03 -0.69 -0.02  0.15
H -1.39 1.83 2.45  0.13
H -1.16 -0.03 2.33  0.11
H -2.72 1.46 -0.12  0.09
H -3.54 1.19 1.62  0.11
H -2.92 -0.29 0.62  0.07
H 0.10 -1.69 3.78  0.12
H 1.40 -2.93 3.21  0.14
H -0.45 -4.53 0.50  0.14
H 0.44 2.25 3.96  0.09
H 2.16 -0.97 5.09  0.07
N 6.05 4.44 -0.32  0.00
C 4.83 4.22 -0.91  -0.17
C 5.01 4.13 -2.27  -0.13
C 6.40 4.30 -2.52  -0.10
C 7.01 4.48 -1.30  -0.13
H 6.21 4.55 0.67  0.15
H 3.93 4.14 -0.31  0.10
H 4.24 3.96 -3.01  0.09
H 6.89 4.28 -3.48  0.10
H 8.05 4.64 -1.04  0.11
N 1.17 -0.10 8.22  -0.01
C 1.75 -1.34 8.16  -0.16
C 1.81 -1.84 9.44  -0.10
C 1.24 -0.88 10.30  -0.10
C 0.85 0.19 9.52  -0.13
H 1.00 0.50 7.43  0.12
H 2.07 -1.76 7.22  0.08
H 2.22 -2.80 9.73  0.10
H 1.13 -0.95 11.38  0.10
H 0.37 1.12 9.78  0.11
N 3.59 7.32 -3.51  0.00
C 3.89 8.35 -4.36  -0.14
C 2.76 8.65 -5.08  -0.11
C 1.74 7.77 -4.65  -0.12
C 2.28 6.97 -3.67  -0.15
H 4.24 6.89 -2.86  0.13
H 4.89 8.78 -4.38  0.11
H 2.68 9.42 -5.84  0.09
H 0.72 7.74 -5.01  0.09
H 1.84 6.17 -3.08  0.09
N -5.53 2.21 -1.29  -0.01
C -6.01 1.03 -1.80  -0.15
C -5.85 1.06 -3.16  -0.11
C -5.24 2.29 -3.49  -0.11
C -5.06 2.99 -2.32  -0.14
H -5.53 2.47 -0.31  0.14
H -6.43 0.28 -1.14  0.10
H -6.13 0.27 -3.85  0.09
H -4.97 2.64 -4.48  0.10
H -4.63 3.96 -2.12  0.11
N -3.49 -4.40 -0.92  0.00
C -2.92 -5.64 -0.99  -0.17
C -3.75 -6.44 -1.74  -0.09
C -4.86 -5.65 -2.13  -0.10
C -4.66 -4.39 -1.62  -0.15
H -3.09 -3.60 -0.42  0.12
H -1.98 -5.85 -0.50  0.09
H -3.59 -7.49 -1.97  0.10
H -5.70 -5.97 -2.73  0.10
H -5.26 -3.49 -1.69  0.11
N -1.74 -5.89 2.93  -0.01
C -1.48 -6.65 4.04  -0.14
C -2.55 -7.51 4.22  -0.11
C -3.47 -7.26 3.18  -0.10
C -2.95 -6.26 2.40  -0.14
H -1.14 -5.17 2.56  0.07
H -0.57 -6.52 4.60  0.10
H -2.64 -8.24 5.02  0.10
H -4.42 -7.76 3.02  0.10
H -3.34 -5.78 1.51  0.08
N -3.46 -2.19 -4.52  0.00
C -3.78 -3.14 -5.45  -0.14
C -3.48 -2.64 -6.70  -0.11
C -2.96 -1.33 -6.51  -0.11
C -2.96 -1.08 -5.16  -0.15
H -3.58 -2.28 -3.52  0.12
H -4.19 -4.10 -5.15  0.10
H -3.63 -3.15 -7.64  0.09
H -2.63 -0.65 -7.28  0.09
H -2.64 -0.22 -4.59  0.09
N 0.44 1.56 -2.41  -0.01
C 0.12 0.60 -3.34  -0.15
C 0.42 1.11 -4.58  -0.10
C 0.94 2.41 -4.40  -0.09
C 0.94 2.66 -3.04  -0.14
H 0.32 1.46 -1.41  0.08
H -0.29 -0.35 -3.04  0.10
H 0.27 0.59 -5.53  0.10
H 1.27 3.09 -5.17  0.10
H 1.26 3.53 -2.48  0.10

---

Density functional theory data (ωB97M-V with the def2-TZVPD basis set) for an isolated molecule of C6H10O.

* HOMO-LUMO gap: 0.335 hartree
* energy relative to the best compared isomer or geometry (same formula, charge and spin): 2.762 eV

Each line ends with the natural charge from an NBO analysis.
Geometry (Å):
C 2.45 0.08 0.24  -0.63
C 0.95 0.20 0.13  -0.19
C 0.12 -0.83 0.34  -0.19
C -1.38 -0.86 0.16  -0.45
C -1.91 -0.13 -1.08  -0.61
C 0.52 1.55 -0.30  0.30
O -0.06 2.19 0.69  -0.63
H 2.85 0.74 1.01  0.21
H 2.93 0.37 -0.71  0.23
H 2.74 -0.95 0.48  0.22
H 0.58 -1.78 0.61  0.20
H -1.89 -0.48 1.05  0.21
H -1.69 -1.91 0.09  0.21
H -2.97 -0.32 -1.23  0.21
H -1.77 0.95 -1.01  0.21
H -1.36 -0.46 -1.98  0.21
H -0.12 1.65 1.50  0.46

---

Density functional theory data (ωB97M-V with the def2-TZVPD basis set) for a 2-piece molecular cluster, C8H22N3O4 overall.

* HOMO-LUMO gap (alpha / beta): 0.296 / 0.296 hartree
* energy relative to the best compared isomer or geometry (same formula, charge and spin): 0.000 eV
* net charge: +1

Each line ends with the natural charge from an NBO analysis.
Geometry (Å):
C -3.05 -0.66 -2.02  -0.60
C -2.00 -1.40 1.85  -0.41
C 2.70 -2.82 0.42  -0.22
C -1.21 2.34 0.84  -0.44
C -2.41 0.52 -1.29  -0.43
C -1.62 0.04 -0.08  0.12
C 2.12 -0.55 -0.04  0.11
C 2.79 0.73 -0.51  0.69
N -2.41 -0.25 1.07  -0.65
N 2.80 -1.70 -0.23  -0.39
N -0.60 1.10 0.34  -0.56
O 1.46 -0.42 1.20  -0.75
O 3.35 1.44 0.58  -0.75
O 3.75 0.39 -1.44  -0.73
O 1.80 1.57 -1.06  -0.74
H -3.63 -0.30 -2.87  0.23
H -2.29 -1.34 -2.39  0.21
H -3.72 -1.21 -1.37  0.21
H -2.59 -1.42 2.77  0.22
H -2.15 -2.35 1.32  0.19
H -0.95 -1.31 2.11  0.20
H 3.22 -3.69 0.07  0.21
H 2.06 -2.88 1.29  0.20
H -0.98 -0.82 -0.38  0.20
H -1.96 2.08 1.59  0.25
H -0.45 2.97 1.30  0.23
H -1.68 2.88 0.03  0.22
H -3.19 1.21 -0.96  0.22
H -1.75 1.04 -1.97  0.22
H -3.40 -0.26 0.87  0.38
H 3.39 -1.67 -1.05  0.45
H -0.01 0.65 1.07  0.47
H 0.07 1.29 -0.43  0.46
H 2.10 -0.23 1.90  0.49
H 4.31 1.41 0.52  0.50
H 4.00 1.16 -1.98  0.50
H 2.14 2.48 -1.07  0.49